# 1
Here is a molecular structure, C4H7N3O at a distorted geometry from the Open Molecules 2025 dataset. Energies are from wB97M-V/def2-TZVPD.

Results
Gap between HOMO and LUMO (spin up / spin down): 0.2744 / 0.2639 Ha
Multiplicity: 1
Calculated total energy: -10772.9629 eV
Relative energy (zero: lowest compared OMol25 entry of this formula, charge and spin): 654.6 kJ/mol

Each line ends with the natural charge from an NBO analysis.
Element x y z (Å)
C1 0.609533 -0.641996 1.026046  0.000
C2 1.916448 -0.047847 1.159327  -0.310
C3 -0.884535 0.528088 -0.239828  0.574
C4 0.749309 -0.455019 -0.506657  0.338
N1 -2.146373 -0.039939 -0.430271  -0.865
O1 -0.424102 0.269656 1.285657  -0.572
N2 -0.468133 1.616669 -0.779786  -0.721
N3 1.229222 -0.920819 -1.542104  -0.610
H1 0.478281 -1.689609 1.310666  0.220
H2 -2.386345 -0.751269 0.245028  0.389
H3 -2.890804 0.638534 -0.509503  0.388
H4 -1.145703 2.035052 -1.412890  0.350
H5 0.615568 -0.946248 -2.353903  0.389
H6 2.746307 -0.623956 1.548711  0.202
H7 2.001326 1.028703 1.199505  0.227

Cartesian forces, eV/Å:
C 1.271 2.277 -0.611
C 0.249 -0.542 1.598
C -0.070 0.971 2.185
C -1.427 -2.561 -1.076
N 0.253 -0.531 -0.129
O -0.813 -0.422 -1.902
N -0.340 0.433 0.678
N 0.584 0.130 0.647
H -0.020 0.114 -0.191
H 0.111 0.125 0.047
H 0.127 0.064 -0.144
H 0.176 -0.280 -0.358
H -0.017 0.374 0.049
H 0.139 -0.140 -0.479
H -0.223 -0.013 -0.313

---

# 2
Here is C3H7N3O in the gas phase from the Open Molecules 2025 dataset. Energies are from wB97M-V/def2-TZVPD.

Results
Gap between HOMO and LUMO: 0.3604 Ha
Multiplicity: 1
Calculated total energy: -9742.4675 eV
Relative energy (zero: lowest compared OMol25 entry of this formula, charge and spin): 54.6 kJ/mol

Each line ends with the natural charge from an NBO analysis.
Element x y z (Å)
C1 -0.250070 -2.155304 0.103639  -0.424
N1 0.101754 -0.774668 0.124483  -0.537
C2 -0.289903 0.334440 -0.339174  0.363
N2 -1.219127 0.787978 -1.226055  -0.818
C3 0.482474 1.534283 0.231589  0.621
N3 1.588602 1.182439 0.908235  -0.805
O1 0.080890 2.678313 0.067913  -0.635
H1 -1.260785 -2.460466 -0.188377  0.173
H2 -0.091389 -2.482228 1.134809  0.203
H3 0.474045 -2.693593 -0.517503  0.207
H4 -1.342598 1.794935 -1.169923  0.427
H5 -1.949016 0.216748 -1.614522  0.395
H6 1.722531 0.194523 1.076554  0.429
H7 2.113377 1.889767 1.391565  0.401

Cartesian forces, eV/Å:
C -0.115 -0.150 -0.053
N 0.268 0.491 0.166
C 0.180 -0.117 0.171
N -0.147 -0.266 0.067
C 0.069 0.289 0.030
N -0.001 0.200 0.031
O 0.157 -0.247 -0.019
H -0.076 0.287 -0.195
H -0.117 -0.341 -0.150
H -0.149 -0.017 0.014
H -0.078 -0.239 -0.132
H 0.087 -0.037 0.148
H -0.037 0.170 -0.066
H -0.041 -0.023 -0.012